(w)
Density functional theory data (ωB97M-V with the def2-TZVPD basis set) for C5H7Cl in the gas phase.

## Properties
**E_LUMO**: 0.0377 Eh
**SMILES**: Cl[C@H]1C=CCC1

```
! RIJCOSX wB97M-V def2-TZVPD def2/J DEFGRID3
* xyz 0 1
C 0.5731 -0.0081 1.2130
C -0.6621 0.6708 0.8185
H 1.1346 -0.2322 -1.8952
C -0.7553 0.4375 -0.7200
Cl -1.9982 -0.2787 1.4899
H -0.7850 1.7518 1.0267
C 0.3237 -0.5553 -1.0855
C 1.1569 -0.7249 0.2646
H 2.1058 -1.2356 0.3953
H -1.7741 0.1944 -1.0222
H -0.4410 1.4107 -1.1042
H 1.0800 0.1107 2.1465
H 0.0414 -1.5410 -1.5273
*
```

Atomic partial charges in e from the Mulliken method, atoms 1 to 4: -0.63 0.26 0.24 -0.78

***

(x)
Density functional theory data (ωB97M-V with the def2-TZVPD basis set) for C5H7Cl in the gas phase.

## Properties
**E_LUMO**: 0.0412 Eh
**SMILES**: ClC1=CCCC1

```
! RIJCOSX wB97M-V def2-TZVPD def2/J DEFGRID3
* xyz 0 1
C -0.4067 -1.1814 0.0196
C 0.8147 0.9227 0.1002
H 1.0781 1.2296 1.1461
H 1.4418 1.5165 -0.5654
C 1.0129 -0.6078 -0.0926
H 1.6338 -1.0360 0.6583
H -0.9924 2.2576 -0.2049
Cl -3.0138 0.0290 0.0022
C -0.6157 1.2202 -0.1203
H -0.5619 -1.9046 -0.7966
H -0.5559 -1.7124 0.9684
H 1.4992 -0.7987 -1.0618
C -1.3343 0.0652 -0.0533
*
```

Atomic partial charges in e from the Mulliken method, atoms 1 to 4: -0.48 -0.51 0.21 0.35

***

(y)
Density functional theory data (ωB97M-V with the def2-TZVPD basis set) for C5H7Cl in the gas phase.

## Properties
**E_LUMO**: 0.0263 Eh
**SMILES**: C=CC(Cl)C=C

```
! RIJCOSX wB97M-V def2-TZVPD def2/J DEFGRID3
* xyz 0 1
H 1.2987 0.8056 1.5270
Cl -0.5932 2.3942 -0.0923
C -2.0330 -0.9016 -0.2030
C -0.0643 0.5743 -0.1475
C 1.2745 0.4366 0.4600
H -0.0647 0.2289 -1.1540
C 2.2845 -0.0977 -0.2360
H -2.9073 -1.3723 0.1622
H -1.5041 0.0438 1.4556
H -1.8932 -0.9261 -1.2916
H 3.2291 -0.3334 0.2274
H 2.1926 -0.6551 -1.2165
C -1.2196 -0.1970 0.5087
*
```

Atomic partial charges in e from the Mulliken method, atoms 1 to 4: 0.27 -0.23 -0.71 -0.02

***

(z)
Density functional theory data (ωB97M-V with the def2-TZVPD basis set) for C5H7Cl as an isolated structure.

## Properties
**E_LUMO (alpha / beta)**: -0.1154 / -0.1154 Eh

```
! RIJCOSX wB97M-V def2-TZVPD def2/J DEFGRID3
* xyz 0 1
H -0.9588 2.7064 -0.2109
C -0.6821 1.7385 -0.0700
H 1.6675 1.2375 0.0041
H -2.5167 0.4018 0.1120
Cl 3.1652 -0.5796 0.7533
C 0.0876 -1.3778 -0.5289
C -1.4519 0.5753 0.1063
C -0.2260 -0.2491 0.4141
H -0.2157 -2.3772 -0.2101
C 0.5394 1.0450 0.1103
H 1.1848 -1.5284 -0.4771
H -0.2406 -0.4678 1.3927
H -0.3528 -1.1247 -1.3958
*
```

Atomic partial charges in e from the Mulliken method, atoms 1 to 4: 0.50 -0.68 0.27 0.40

***

Most stable: (x) (next structure +37.2 kJ/mol)

***

(w)
Density functional theory data (ωB97M-V with the def2-TZVPD basis set) for a 4-piece molecular cluster, C3H14O4 overall.

## Properties
**E_LUMO**: 0.0202 Eh
**SMILES**: CCCO.O.O.O

```
! RIJCOSX wB97M-V def2-TZVPD def2/J DEFGRID3
* xyz 0 1
O -0.1882 1.0706 0.0862
O 2.9349 -0.0960 -0.0397
H 0.9099 1.2960 -0.8467
H 1.3439 -0.3399 2.5532
H -2.6983 -1.9820 -0.8498
O 1.0105 -0.8364 1.7967
C -1.0441 0.0700 -0.5233
H -3.7108 -2.0388 0.4471
H -1.9118 0.0347 1.3283
H 2.4735 0.1603 -0.8560
H 0.2393 0.6380 0.8519
H -3.7437 -0.5272 -0.4786
H 1.2706 2.5038 -1.9181
H -0.3734 -0.6214 -1.0954
H -1.8085 0.6511 -1.0345
H 1.7778 -0.8321 1.1727
C -1.8213 -0.7193 0.5395
C -3.0942 -1.2924 -0.0703
H -1.2317 -1.5488 0.9181
O 1.2302 1.5488 -1.8329
H 3.4956 0.6474 0.1975
*
```

Atomic partial charges in e from the Mulliken method, atoms 1 to 4: -0.57 -0.70 0.39 0.28

***

(x)
Density functional theory data (ωB97M-V with the def2-TZVPD basis set) for a 4-piece molecular cluster, C3H14O4 overall.

## Properties
**E_LUMO**: 0.0151 Eh
**SMILES**: CCCO.O.O.O

```
! RIJCOSX wB97M-V def2-TZVPD def2/J DEFGRID3
* xyz 0 1
H -1.0353 1.6611 -1.0721
H -3.9187 -0.1647 0.2070
C 2.5985 0.7337 1.1510
H -1.0839 -0.4545 0.5516
H -0.7208 -0.8172 -2.2731
H 1.3667 -1.4274 -0.3760
C 1.2257 0.6096 0.5290
H -3.3083 0.1118 1.5071
O -1.8942 1.2544 -1.2315
H -1.9387 0.5894 -0.5356
H 3.3633 0.3115 0.4994
H 2.6254 0.2221 2.1132
O 0.0294 -0.7261 -2.8667
H 1.0916 0.9866 -0.4832
H 0.9531 -1.4271 1.3634
O -3.4427 -0.6364 0.9072
H 0.3877 0.8872 1.1742
O -0.5405 -1.0388 0.0169
H 0.5202 -1.5467 -2.9271
H 2.8895 1.7701 1.3339
C 0.8318 -0.8986 0.4114
*
```

Atomic partial charges in e from the Mulliken method, atoms 1 to 4: 0.35 0.32 -1.29 0.11

***

Most stable: (w) (next structure +10.8 kJ/mol)

***

(w)
Density functional theory data (ωB97M-V with the def2-TZVPD basis set) for C5H6N2S as an isolated structure.

## Properties
**E_LUMO**: 0.0257 Eh

```
! RIJCOSX wB97M-V def2-TZVPD def2/J DEFGRID3
* xyz 0 1
H 2.4142 1.1356 -1.4828
C -0.9835 0.6397 -0.1586
C 1.6223 0.5136 -0.9637
C -2.1949 -1.1552 -0.2442
C 1.6499 0.6223 0.5071
H 1.3013 -0.1250 1.1682
H 1.1542 -0.3810 -1.5718
H -2.2754 -2.2152 -0.5918
C -3.2203 -0.2731 -0.0764
S -2.5708 1.3459 0.0987
N 0.7246 1.4607 -0.2454
N -0.9655 -0.6366 -0.2855
H -4.2336 -0.2321 0.0127
H 2.4294 1.3165 0.9219
*
```

Atomic partial charges in e from the Mulliken method, atoms 1 to 4: 0.21 0.41 -0.24 -0.73

***

(x)
Density functional theory data (ωB97M-V with the def2-TZVPD basis set) for C5H6N2S in the gas phase.

## Properties
**E_LUMO**: -0.0120 Eh

```
! RIJCOSX wB97M-V def2-TZVPD def2/J DEFGRID3
* xyz 0 1
H -1.5446 2.1794 2.7024
H -1.8688 1.7833 0.9303
N -0.0854 -0.3281 0.5730
H -0.3017 2.5548 1.5416
H 1.8148 -2.4754 -1.3795
C -0.3136 0.3457 -0.5391
S -0.4727 0.2732 2.1193
C -1.1371 1.8846 1.7408
H 0.9273 -2.0904 1.1287
C 0.5028 -0.5462 -1.7304
H 0.0581 0.0805 -3.5324
C 0.7430 -1.4315 0.3388
C 1.0490 -1.6915 -0.9525
N 0.6289 -0.5383 -2.9410
*
```

Atomic partial charges in e from the Mulliken method, atoms 1 to 4: 0.36 0.30 0.23 0.29

***

(y)
Density functional theory data (ωB97M-V with the def2-TZVPD basis set) for C5H6N2S in the gas phase.

## Properties
**E_LUMO**: 0.0298 Eh
**SMILES**: c1n[nH]c2c1SCC2

```
! RIJCOSX wB97M-V def2-TZVPD def2/J DEFGRID3
* xyz 0 1
H -0.2121 -0.2634 2.0466
C 0.1228 0.2241 -1.2010
H -2.1000 1.2454 1.1213
C -1.8519 0.1659 0.6285
N 2.3611 0.0181 -1.0397
C 1.2905 0.4273 -1.7636
H 2.3254 -0.0882 0.9296
H 1.4593 0.4252 -2.8008
H -0.7333 -1.4060 1.2282
C -0.6114 -0.4752 1.0399
N 1.8114 -0.1853 0.1280
S -1.6003 0.3918 -1.2911
C 0.4347 -0.0263 0.1420
H -2.6961 -0.4535 0.8322
*
```

Atomic partial charges in e from the Mulliken method, atoms 1 to 4: 0.30 0.46 0.26 -0.51

***

(z)
Density functional theory data (ωB97M-V with the def2-TZVPD basis set) for C5H6N2S in the gas phase.

## Properties
**E_LUMO**: 0.0063 Eh
**SMILES**: C#C[C@H]1CNC(=S)N1

```
! RIJCOSX wB97M-V def2-TZVPD def2/J DEFGRID3
* xyz 0 1
S -3.4930 -0.5796 -0.0782
H 0.1823 1.0258 -1.2297
N -1.4206 0.9024 -0.0805
C 1.7719 -0.6110 -0.0725
H 0.5136 2.1057 0.3825
N -0.7699 -1.1614 -0.0153
H -1.0575 -2.2571 -0.0610
C -1.8525 -0.2917 -0.1482
C 0.4417 -0.2882 0.3921
H 4.1441 -1.0286 -0.4133
H 0.4023 -0.3106 1.4417
H -1.9886 1.9970 0.1709
C 3.1043 -0.5963 -0.2159
C 0.0220 1.0936 -0.0726
*
```

Atomic partial charges in e from the Mulliken method, atoms 1 to 4: -0.41 0.29 -0.21 -0.53

***

Most stable: (y) (next structure +106.5 kJ/mol)

***

(w)
Density functional theory data (ωB97M-V with the def2-TZVPD basis set) for C3H6FN3 in the gas phase.

## Properties
**E_LUMO**: 0.0202 Eh
**SMILES**: N/C=C(F)\C=N/N

```
! RIJCOSX wB97M-V def2-TZVPD def2/J DEFGRID3
* xyz 0 1
H 0.0290 -1.9271 -0.0309
C -0.4353 0.7088 0.3536
C -1.1014 -0.4164 0.6696
H 1.7958 -0.9879 1.0444
N 1.6822 -1.0757 -0.0323
H 0.5812 1.7765 -1.2515
H -1.9920 -2.2269 0.3841
C 0.6088 0.8781 -0.6743
F -1.1323 1.8748 0.5078
H -2.1665 -0.1214 1.1212
N 1.5776 -0.0111 -0.9157
H 2.4609 -1.6454 -0.5282
N -1.1099 -1.5937 -0.1095
*
```

Atomic partial charges in e from the Mulliken method, atoms 1 to 4: 0.40 0.15 -0.14 0.28

***

(x)
Density functional theory data (ωB97M-V with the def2-TZVPD basis set) for C3H6FN3 in the gas phase.

## Properties
**E_LUMO**: 0.0281 Eh
**SMILES**: [H]/N=C(N)\C(F)=C/N

```
! RIJCOSX wB97M-V def2-TZVPD def2/J DEFGRID3
* xyz 0 1
N -2.1182 -0.3388 -0.0213
H -1.6998 -1.2064 -0.3776
C 0.1305 0.7935 0.1841
N 2.1929 -0.2870 -0.3438
H -1.6937 1.7533 -0.0512
C -1.2118 0.6905 0.0113
H -2.7534 -0.0341 -0.8055
N 0.4783 -1.5684 0.6963
C 0.9130 -0.4897 0.1196
F 0.8135 2.0086 0.4698
H -0.3999 -1.0328 1.2059
H 2.9650 -1.0016 -0.3115
H 2.3836 0.7128 -0.7761
*
```

Atomic partial charges in e from the Mulliken method, atoms 1 to 4: -0.60 0.33 -0.05 -0.44

***

(y)
Density functional theory data (ωB97M-V with the def2-TZVPD basis set) for C3H6FN3 in the gas phase.

## Properties
**E_LUMO**: -0.0204 Eh
**SMILES**: [H]/N=C(/NN)C(=C)F

```
! RIJCOSX wB97M-V def2-TZVPD def2/J DEFGRID3
* xyz 0 1
N 0.8302 -1.8709 1.0405
N -1.1505 -0.3847 0.2692
H 1.9085 -1.9202 0.8694
F 2.3874 0.3551 -0.7653
H -0.7262 1.1902 2.0083
H -1.6053 -1.1751 0.7154
H 0.5875 1.4596 -2.1920
H -0.8340 0.1874 -1.6948
C 0.1300 0.7170 -1.5299
N -1.3361 0.7587 1.1373
C 0.9422 0.0228 -0.6265
C 0.3559 -0.9159 0.1923
H -1.4896 1.5761 0.5761
*
```

Atomic partial charges in e from the Mulliken method, atoms 1 to 4: -0.66 -0.23 0.28 -0.31

***

Most stable: (x) (next structure +192.8 kJ/mol)